Density functional theory data (ωB97M-V with the def2-TZVPD basis set) for a 16-piece molecular cluster, C26H55Cl30FN2OP overall.

E_LUMO in eV: -2.0
HOMO energy in Eh: -0.390
Calculated total energy in Eh: -15455.05496
Net charge: +1

The geometry in XYZ format:
```
116
Properties=species:S:1:pos:R:3:forces:R:3
C -3.675541 3.635238 3.272061 -0.955 -1.088 -0.480
C -4.183691 2.206073 3.421070 -0.170 1.432 -0.113
O -3.223533 1.396404 4.022656 -0.041 0.073 0.681
C -2.510672 0.679679 3.065717 -0.141 -0.364 0.708
C -1.165363 0.387429 3.687695 -0.005 0.590 -0.891
N -0.194181 -0.309431 2.861335 -1.073 0.116 0.680
C 0.491404 0.534868 1.927119 -0.469 -0.523 -0.193
C -0.179570 0.726994 0.578717 1.230 0.099 0.051
N -0.483360 -0.593787 0.005047 0.156 -0.228 0.506
C -1.288208 -1.432306 0.915220 -0.421 1.490 1.713
F -1.378949 -2.579714 0.295006 0.090 -2.743 -1.277
C -0.654255 -1.552660 2.299840 0.817 -1.344 -0.556
P -1.730777 -2.541970 3.504983 -0.110 0.212 1.317
C -0.480861 -3.132482 4.752217 -0.244 0.034 -1.278
C -2.346892 -4.059953 2.646778 -0.357 0.943 -0.241
C -3.776341 -3.697806 2.211364 0.976 0.205 0.088
H -2.671850 3.577388 2.908577 0.756 0.431 -0.230
H -3.760913 4.141215 4.204720 0.376 0.508 0.760
H -4.327842 4.136671 2.572592 0.101 0.270 -0.255
H -5.086507 2.253700 3.990474 -0.602 -0.399 0.712
H -4.465763 1.828340 2.456275 -0.150 -0.430 -0.657
H -3.085389 -0.211769 2.880710 -0.060 -0.812 -0.334
H -2.469037 1.221534 2.134917 0.377 0.475 -0.508
H -1.321930 -0.073532 4.632964 -0.130 -0.775 0.710
H -0.739344 1.339543 3.920202 0.380 0.743 0.258
H 1.466197 0.130688 1.789115 0.997 -0.470 -0.444
H 0.645572 1.500448 2.342962 0.096 0.833 0.509
H 0.549352 1.170947 -0.066526 0.492 0.319 -0.554
H -1.004746 1.397141 0.585476 -1.103 0.016 0.027
H 0.386584 -1.107876 -0.134560 0.476 -0.061 -0.114
H -0.921232 -0.552291 -0.910211 -0.313 0.258 -0.419
H -2.280843 -1.048285 0.967273 -0.555 0.862 0.015
H 0.224322 -2.169527 2.135149 0.567 -0.313 -0.207
H -0.922525 -3.118016 5.720867 -0.391 0.111 0.728
H -0.163229 -4.132562 4.538413 0.181 -0.685 -0.175
H 0.395506 -2.521844 4.744315 0.583 0.631 0.065
H -2.413325 -4.886930 3.315000 0.370 -0.442 0.893
H -1.738117 -4.367423 1.822546 0.403 -0.261 -0.479
H -3.996552 -2.739644 2.627324 -0.527 0.684 0.243
H -3.803234 -3.574912 1.155002 -0.417 -0.231 -0.922
H -4.511977 -4.365236 2.591873 -0.570 -0.751 -0.059
C 3.475635 -3.051116 -1.335650 -0.028 -0.159 0.040
Cl 3.091411 -2.875807 0.382103 -0.181 0.042 0.060
Cl 3.079642 -1.583239 -2.239652 -0.057 0.064 0.322
H 4.533469 -3.256456 -1.440989 0.018 0.097 0.063
H 2.893578 -3.872947 -1.732454 -0.144 0.027 0.040
C 0.048958 -2.536682 -4.672803 0.086 0.343 -0.246
Cl -1.162871 -2.267487 -5.925826 0.101 0.137 -0.113
Cl -0.631188 -2.338698 -3.062376 -0.026 -0.570 0.330
H 0.414293 -3.540497 -4.762768 0.177 -0.384 -0.007
H 0.861178 -1.832327 -4.803623 -0.009 0.109 0.028
C 4.936293 -3.847991 -5.654264 -0.334 -0.115 0.014
Cl 4.036680 -3.540625 -7.145668 -0.013 0.006 0.166
Cl 3.880956 -4.037099 -4.230718 0.012 -0.257 -0.519
H 5.506848 -4.755773 -5.779205 -0.044 -0.147 0.031
H 5.596955 -3.020169 -5.472299 -0.046 0.212 0.143
C 3.855598 0.580386 4.197931 0.175 -0.196 0.239
Cl 3.570220 -1.151679 3.958116 -0.045 0.016 0.010
Cl 3.826662 1.457315 2.659908 0.113 0.152 -0.001
H 3.077484 0.975443 4.839240 -0.110 -0.011 -0.058
H 4.840165 0.726294 4.657308 -0.746 -0.240 -0.452
C -5.136507 -2.495653 -6.161290 -0.308 0.680 -0.056
Cl -6.450399 -2.198492 -7.306855 0.041 0.036 -0.040
Cl -5.703001 -2.362046 -4.484594 -0.044 -0.115 -0.177
H -4.754236 -3.475082 -6.334449 0.034 -0.552 -0.052
H -4.361053 -1.757864 -6.323518 -0.016 0.131 0.068
C 6.975351 3.358634 4.768278 0.069 0.152 0.122
Cl 8.199909 4.123634 5.776622 -0.036 -0.140 -0.023
Cl 6.638840 1.697703 5.300758 0.566 0.222 0.200
H 6.062513 3.934577 4.828736 -0.094 0.008 0.094
H 7.328930 3.328050 3.750420 0.126 -0.098 -0.142
C 8.049781 7.600130 3.292337 0.105 0.243 0.164
Cl 7.299507 6.164763 2.586409 -0.059 -0.120 -0.030
Cl 8.227178 7.499493 5.049685 -0.043 0.099 -0.198
H 9.029170 7.726975 2.852680 0.102 -0.108 0.002
H 7.427905 8.453009 3.059431 -0.123 0.022 0.025
C -4.534276 -1.704194 -1.123814 0.079 -0.125 -0.006
Cl -3.631582 -0.775313 -2.310455 0.019 0.103 -0.131
Cl -4.538284 -0.850325 0.423663 -0.490 0.099 0.104
H -5.556125 -1.844966 -1.449676 -0.076 0.155 -0.082
H -4.044811 -2.663165 -1.010345 0.053 -0.061 0.120
C -5.588701 6.963590 2.929063 0.021 0.065 -0.023
Cl -6.718851 5.683117 3.389714 0.000 0.042 0.054
Cl -4.633649 6.515382 1.504797 -0.029 0.214 -0.064
H -6.152117 7.857475 2.699503 -0.108 -0.011 -0.119
H -4.917913 7.147852 3.758908 -0.009 -0.138 -0.119
C -1.915012 -5.751750 -4.677548 -0.035 -0.028 0.006
Cl -1.767147 -6.546069 -3.105852 0.055 0.021 -0.026
Cl -3.314502 -4.672987 -4.736044 0.118 -0.275 0.249
H -1.021444 -5.169456 -4.858087 0.009 0.067 0.037
H -2.025438 -6.507724 -5.442605 -0.085 -0.088 -0.009
C 6.924070 -1.317323 -1.599181 0.064 0.075 -0.014
Cl 6.745141 -2.631335 -2.767095 -0.179 -0.185 0.196
Cl 6.352725 -1.795015 0.002737 0.088 0.115 0.050
H 7.970244 -1.049448 -1.534066 0.095 -0.089 0.032
H 6.342793 -0.470471 -1.937902 -0.136 0.002 -0.030
C 0.404474 1.866374 -3.002644 0.340 0.243 0.030
Cl -0.981114 0.786236 -2.783189 0.196 0.500 -0.352
Cl 1.921249 1.061228 -3.478277 -0.537 0.157 0.027
H 0.163877 2.597256 -3.762349 -0.113 -0.066 -0.125
H 0.572219 2.362584 -2.056578 0.100 0.053 0.045
C -5.522641 1.599450 -8.294194 -0.007 -0.012 -0.114
Cl -4.723493 2.218208 -9.742891 -0.045 -0.029 -0.002
Cl -4.574995 1.927792 -6.835795 -0.016 -0.076 0.098
H -6.486764 2.078448 -8.195938 -0.019 0.132 0.034
H -5.647311 0.529761 -8.393753 0.083 -0.084 0.009
C -5.094475 5.039810 6.848769 -0.117 -0.077 0.044
Cl -4.490668 6.535752 6.119528 0.177 -0.032 0.189
Cl -6.532178 5.328912 7.828230 0.019 -0.053 -0.019
H -5.345419 4.345578 6.057322 -0.089 0.051 -0.110
H -4.319554 4.624192 7.478181 0.074 0.082 0.089
C 8.161102 -1.625785 -6.396431 -0.130 0.024 0.066
Cl 8.784012 -1.229005 -4.796047 0.374 0.332 -0.204
Cl 7.873147 -3.364906 -6.546359 0.358 -0.015 -0.265
H 7.223305 -1.102972 -6.535637 -0.094 -0.030 0.006
H 8.871862 -1.319808 -7.150892 0.151 -0.062 0.001
```
Forces are in eV/Å.